Record 1
{
  "formula": "C5H8N2",
  "method": "ωB97M-V with the def2-TZVPD basis set",
  "homo_energy_ha": -0.35823,
  "smiles": "[H]/N=C(\\C)CC1=NC1",
  "orbital_gap_ev": 10.64,
  "relative_energy_kj_mol": 260.6,
  "molar_mass_g_mol": 96.13,
  "energy_ha": -304.736236,
  "symbols": ["C", "C", "C", "C", "N", "C", "N", "H", "H", "H", "H", "H", "H", "H", "H"],
  "coordinates": [[1.097, 0.876, 0.874], [0.848, 0.112, -0.403], [0.410, -1.330, -0.202], [-1.002, -1.079, 0.168], [-2.131, -1.342, 0.639], [-1.890, 0.001, -0.129], [0.854, 0.588, -1.579], [0.533, 0.465, 1.720], [2.160, 0.792, 1.115], [0.845, 1.936, 0.772], [0.997, -1.884, 0.537], [0.413, -1.857, -1.162], [-1.871, 0.927, 0.448], [-2.225, 0.098, -1.160], [1.047, 1.592, -1.550]]
}

---

Record 2
{
  "formula": "C5H8N2",
  "method": "ωB97M-V with the def2-TZVPD basis set",
  "homo_energy_ha": -0.27268,
  "smiles": "Cn1ccc(N)c1",
  "orbital_gap_ev": 8.46,
  "relative_energy_kj_mol": 49.3,
  "molar_mass_g_mol": 96.13,
  "energy_ha": -304.816725,
  "symbols": ["C", "N", "C", "C", "C", "N", "C", "H", "H", "H", "H", "H", "H", "H", "H"],
  "coordinates": [[2.306, 0.296, 0.033], [0.913, -0.097, 0.079], [0.355, -1.333, 0.257], [-1.016, -1.205, 0.203], [-1.305, 0.173, 0.001], [-2.575, 0.785, -0.049], [-0.100, 0.824, -0.071], [2.880, -0.324, -0.661], [2.341, 1.326, -0.334], [2.782, 0.275, 1.019], [0.947, -2.221, 0.436], [-1.740, -2.007, 0.292], [-3.309, 0.118, -0.246], [-2.608, 1.518, -0.747], [0.128, 1.871, -0.212]]
}

---

Record 3
{
  "formula": "C5H8N2",
  "method": "ωB97M-V with the def2-TZVPD basis set",
  "homo_energy_ha": -0.36186,
  "smiles": "C[C@H]1CN1CC#N",
  "orbital_gap_ev": 10.77,
  "relative_energy_kj_mol": 159.7,
  "molar_mass_g_mol": 96.13,
  "energy_ha": -304.774677,
  "symbols": ["C", "C", "C", "N", "C", "C", "N", "H", "H", "H", "H", "H", "H", "H", "H"],
  "coordinates": [[-1.731, -0.989, 0.253], [-0.696, -0.046, -0.303], [-0.584, 1.375, 0.105], [0.346, 0.377, 0.619], [1.694, 0.421, 0.076], [2.156, -0.938, -0.252], [2.489, -2.004, -0.550], [-2.074, -0.643, 1.234], [-1.302, -1.988, 0.376], [-2.596, -1.062, -0.414], [-0.368, -0.266, -1.322], [-0.211, 2.086, -0.634], [-1.270, 1.796, 0.837], [1.776, 1.025, -0.843], [2.371, 0.856, 0.819]]
}

---

Record 4
{
  "formula": "C5H8N2",
  "method": "ωB97M-V with the def2-TZVPD basis set",
  "homo_energy_ha": -0.33327,
  "smiles": "N#C[C@H](N)C1CC1",
  "orbital_gap_ev": 10.05,
  "relative_energy_kj_mol": 327.6,
  "molar_mass_g_mol": 96.13,
  "energy_ha": -304.710735,
  "symbols": ["N", "C", "C", "N", "C", "C", "C", "H", "H", "H", "H", "H", "H", "H", "H"],
  "coordinates": [[1.920, -0.638, -0.146], [0.833, 0.179, 0.358], [1.242, 1.593, 0.638], [1.624, 2.657, 0.888], [-0.315, 0.120, -0.637], [-1.659, 0.438, -0.080], [-1.482, -1.007, -0.258], [2.721, -0.610, 0.475], [2.213, -0.272, -1.048], [0.511, -0.223, 1.330], [-0.271, -0.795, -1.282], [-1.643, 0.713, 0.973], [-2.403, 0.964, -0.662], [-2.034, -1.440, -1.099], [-1.257, -1.680, 0.552]]
}

---

> Number 2 is which compound?

C5H8N2